Computed, not measured: a 3-piece molecular cluster, C4H16NO2 overall at a distorted geometry, with wB97M-V/def2-TZVPD.

Positions of all 23 atoms, in Å:
C (-2.120, 1.191, -0.928)
C (-0.605, 0.906, -0.676)
N (-0.309, -0.344, 0.065)
C (0.046, -1.572, -0.794)
C (0.507, -2.639, 0.120)
H (-2.633, 0.441, -1.553)
H (-2.083, 2.151, -1.418)
H (-2.632, 1.088, 0.059)
H (-0.267, 0.848, -1.723)
H (-0.139, 1.802, -0.286)
H (-1.042, -0.521, 0.756)
H (0.515, -0.112, 0.650)
H (0.782, -1.194, -1.509)
H (-0.898, -1.842, -1.280)
H (-0.264, -3.031, 0.787)
H (0.943, -3.575, -0.265)
H (1.181, -2.296, 0.930)
H (1.071, 0.227, 3.551)
H (-0.026, 0.981, 3.180)
O (0.663, 0.487, 2.716)
H (1.955, 1.721, -0.531)
H (3.151, 2.704, -0.975)
O (2.204, 2.579, -0.875)

Computed properties:
Energy above the lowest of the compared OMol25 structures with the same formula, charge and spin, kcal per mole: 38.3
Electronic energy, eV: -9985.72169
Charge: +1
Lowest unoccupied orbital energy, eV: -3.06
HOMO level, eV: -14.78

Computed, not measured: an isolated ion of composition C4H11NO and charge +1 at a distorted geometry, with wB97M-V/def2-TZVPD.

Positions of all 17 atoms, in Å:
C (-0.002, -2.475, 0.610)
C (-0.181, -0.045, 1.204)
N (0.386, -1.342, 1.582)
H (-1.056, -2.589, 0.830)
H (0.662, -3.338, 0.669)
H (0.261, -2.119, -0.405)
H (-1.204, 0.105, 1.595)
H (0.338, 0.875, 1.491)
H (1.354, -1.245, 1.262)
C (-0.673, 1.267, -0.867)
O (-0.248, 0.039, -0.197)
C (0.550, 1.994, -1.422)
H (-1.212, 1.807, -0.078)
H (-1.383, 0.825, -1.560)
H (1.393, 1.945, -0.751)
H (0.241, 2.990, -1.720)
H (0.775, 1.306, -2.243)

Computed properties:
⟨S²⟩: 0.76
Energy above the lowest of the compared OMol25 structures with the same formula, charge and spin, kcal per mole: 79.9
Multiplicity: 2
Electronic energy, eV: -7852.87558
Charge: +1
Lowest unoccupied orbital energy (spin up / spin down), eV: -2.90 / -9.13
HOMO level (spin up / spin down), eV: -15.76 / -14.71

Computed, not measured: AlH36O18 as an isolated structure at a distorted geometry, with wB97M-V/def2-TZVPD.

Positions of all 55 atoms, in Å:
Al (0.247, 0.113, -0.084)
O (0.968, 3.128, -0.758)
H (1.409, 3.470, 0.020)
H (1.247, 3.708, -1.467)
O (0.080, 2.308, 1.988)
H (0.290, 3.233, 1.860)
H (-0.353, 2.276, 2.841)
O (2.020, -2.142, 0.059)
H (2.972, -2.051, 0.079)
H (1.861, -2.857, -0.558)
O (2.475, 0.652, -2.299)
H (2.455, 1.301, -3.002)
H (3.311, 0.801, -1.857)
O (-2.774, 3.501, 1.733)
H (-3.066, 3.658, 2.631)
H (-1.993, 4.045, 1.637)
O (2.429, -3.293, 2.933)
H (2.700, -4.126, 3.320)
H (2.498, -3.434, 1.988)
O (-2.347, -3.784, -1.258)
H (-2.445, -4.660, -0.886)
H (-1.884, -3.924, -2.084)
O (0.574, -1.006, 2.484)
H (-0.083, -1.268, 3.130)
H (1.368, -1.472, 2.747)
O (-1.905, 2.357, -0.531)
H (-2.354, 2.916, -1.165)
H (-2.007, 2.813, 0.305)
O (-3.464, -2.774, 2.338)
H (-2.619, -3.217, 2.260)
H (-3.978, -3.339, 2.915)
O (-0.947, 0.754, -2.967)
H (-0.821, 0.455, -3.868)
H (-1.872, 0.998, -2.923)
O (1.439, 2.203, -4.394)
H (0.809, 2.894, -4.190)
H (2.182, 2.664, -4.784)
O (0.495, -2.085, -2.299)
H (0.094, -2.895, -2.615)
H (1.222, -1.927, -2.902)
O (-2.452, -0.280, 1.712)
H (-2.444, -1.110, 2.189)
H (-3.371, -0.141, 1.486)
O (3.020, 3.420, 0.895)
H (3.574, 3.392, 1.675)
H (3.407, 4.105, 0.351)
O (-2.426, -1.029, -1.360)
H (-2.630, -1.952, -1.513)
H (-3.061, -0.551, -1.894)
O (2.809, 0.845, 1.293)
H (2.961, 1.777, 1.451)
H (3.543, 0.406, 1.722)
O (-0.940, -2.586, 0.564)
H (-0.589, -3.341, 1.037)
H (-1.633, -2.950, 0.012)

Computed properties:
Electronic energy, eV: -44005.88303
Charge: +3
Lowest unoccupied orbital energy, eV: -14.85
HOMO level, eV: -19.37

Computed, not measured: a 2-piece molecular cluster, C6H13NO overall at a distorted geometry, with wB97M-V/def2-TZVPD.

Positions of all 21 atoms, in Å:
C (0.571, -1.687, 0.834)
C (-0.627, -1.281, 0.461)
C (-0.964, -0.563, -0.800)
C (-0.891, -1.372, -1.873)
C (-1.472, 0.827, -0.918)
C (-1.179, 1.805, 0.279)
N (0.241, 1.705, 0.663)
H (0.899, -2.368, 1.669)
H (1.533, -1.447, 0.405)
H (-1.415, -1.474, 1.244)
H (-1.203, -1.024, -2.829)
H (-0.728, -2.412, -1.629)
H (-1.162, 1.359, -1.850)
H (-2.580, 0.853, -0.883)
H (-1.393, 2.851, 0.123)
H (-1.802, 1.463, 1.122)
H (0.762, 1.201, -0.031)
H (0.491, 1.427, 1.597)
O (3.325, -0.042, 0.965)
H (3.570, -0.311, 0.080)
H (4.022, 0.490, 1.371)

Computed properties:
Energy above the lowest of the compared OMol25 structures with the same formula, charge and spin, kcal per mole: 72.7
Electronic energy, eV: -9968.02075
Charge: 0
Lowest unoccupied orbital energy, eV: 0.75
HOMO level, eV: -8.40

Computed, not measured: a 11-piece molecular cluster, C4H31NO11S overall at a distorted geometry, with wB97M-V/def2-TZVPD.

Positions of all 48 atoms, in Å:
N (0.086, 0.813, 0.190)
C (1.233, 1.423, 0.831)
C (1.294, 1.150, 2.306)
O (0.727, 2.290, 2.955)
C (2.572, 1.020, 0.046)
C (2.893, 2.154, -0.900)
S (3.937, 3.440, -0.063)
H (-0.068, -0.196, 0.447)
H (-0.741, 1.366, 0.050)
H (1.049, 2.506, 0.782)
H (2.272, 0.914, 2.762)
H (0.752, 0.217, 2.496)
H (0.769, 2.153, 3.909)
H (3.389, 0.750, 0.698)
H (2.345, 0.053, -0.484)
H (1.945, 2.540, -1.273)
H (3.417, 1.823, -1.805)
H (3.842, 2.835, 1.169)
O (-0.885, -0.275, -2.956)
H (-1.822, -0.398, -3.110)
H (-0.612, 0.254, -2.171)
O (-2.650, -1.241, -0.069)
H (-3.441, -0.760, 0.244)
H (-2.932, -1.525, -0.944)
O (-5.497, 0.911, 0.601)
H (-5.085, 0.174, 1.090)
H (-4.798, 1.568, 0.697)
O (1.151, -4.001, -3.452)
H (1.939, -3.476, -3.642)
H (0.617, -3.346, -2.986)
O (-1.141, -2.601, 2.314)
H (-1.382, -3.435, 2.698)
H (-1.567, -2.151, 1.602)
O (0.963, -1.567, -4.991)
H (1.238, -1.033, -4.228)
H (0.020, -1.378, -4.934)
O (0.228, -2.184, -0.345)
H (-0.342, -1.546, -0.787)
H (0.925, -2.354, -0.986)
O (2.585, -2.359, 2.228)
H (1.806, -1.883, 1.873)
H (2.713, -2.943, 1.462)
O (-0.942, 3.511, -0.763)
H (-1.041, 4.267, -1.339)
H (-0.765, 3.666, 0.165)
O (-3.917, -0.312, 2.579)
H (-3.329, -1.084, 2.681)
H (-3.747, 0.249, 3.351)

Computed properties:
Energy above the lowest of the compared OMol25 structures with the same formula, charge and spin, kcal per mole: 31.1
Electronic energy, eV: -39497.64104
Charge: 0
Lowest unoccupied orbital energy, eV: -0.24
HOMO level, eV: -9.09

Computed, not measured: C4H4DyLiO5 as an isolated structure at a distorted geometry, with wB97M-V/def2-TZVPD.

Positions of all 15 atoms, in Å:
O (3.907, 0.709, 1.795)
C (3.829, -0.507, 1.639)
O (2.901, -1.092, 1.027)
Li (1.956, -2.703, 1.046)
Dy (1.912, 1.066, 1.016)
C (-0.065, 1.356, -0.982)
C (-1.207, 1.574, -0.342)
H (0.308, 1.754, -1.924)
H (-1.431, 2.455, 0.263)
O (-2.966, -1.434, 0.023)
C (-1.943, -0.694, -0.193)
O (-0.994, -1.123, -0.923)
O (-2.152, 0.553, 0.024)
H (-3.414, -1.703, -0.794)
H (-0.642, -0.209, -1.675)

Computed properties:
⟨S²⟩: 12.98
Multiplicity: 7
Electronic energy, eV: -38702.85422
Charge: +3
Lowest unoccupied orbital energy (spin up / spin down), eV: -13.22 / -14.71
HOMO level (spin up / spin down), eV: -20.29 / -20.68

Computed, not measured: a 12-piece molecular cluster, H24O12 overall at a distorted geometry, with wB97M-V/def2-TZVPD.

Positions of all 36 atoms, in Å:
O (-0.115, 0.164, -0.170)
H (-0.983, -0.249, -0.241)
H (-0.296, 1.022, 0.230)
O (1.616, -0.579, 1.533)
H (0.840, -0.222, 1.087)
H (1.278, -1.338, 2.021)
O (1.131, 4.181, 0.208)
H (1.600, 4.274, -0.629)
H (1.102, 5.077, 0.562)
O (-2.834, -2.745, -1.544)
H (-3.744, -2.467, -1.700)
H (-2.912, -3.438, -0.879)
O (2.997, -1.606, -1.693)
H (3.384, -0.733, -1.559)
H (3.568, -2.017, -2.351)
O (2.438, 1.452, -1.296)
H (2.907, 1.003, -0.583)
H (3.141, 1.824, -1.841)
O (-2.794, 0.604, 1.909)
H (-1.948, 0.190, 1.706)
H (-2.651, 1.538, 1.717)
O (1.394, -2.984, -0.293)
H (2.109, -3.302, -0.855)
H (0.700, -3.644, -0.400)
O (3.949, 0.206, 1.510)
H (3.013, 0.367, 1.348)
H (4.343, 1.086, 1.502)
O (-1.871, -2.183, 2.180)
H (-1.838, -1.302, 2.569)
H (-1.638, -2.041, 1.256)
O (-3.669, 1.907, -0.525)
H (-4.455, 1.418, -0.796)
H (-4.019, 2.722, -0.148)
O (-2.161, 1.407, -1.647)
H (-1.987, 0.900, -2.448)
H (-2.165, 0.744, -0.946)

Computed properties:
Energy above the lowest of the compared OMol25 structures with the same formula, charge and spin, kcal per mole: 119.2
Electronic energy, eV: -24956.52525
Charge: 0
Lowest unoccupied orbital energy, eV: 0.11
HOMO level, eV: -9.61